(1)
C3H11NO2S | the ωB97M-V functional and the def2-TZVPD basis

Bonds (Å) are listed after each position.
Element x y z (Å)
1 N -1.212 1.363 0.616  C2 1.498, H7 1.036, H8 1.001
2 C -0.480 0.532 -0.392  N1 1.498, C3 1.542, C5 1.535, H9 1.079
3 C -1.177 0.381 -1.759  C2 1.542, O4 1.469, H10 1.116, H11 1.096
4 O -2.524 -0.205 -1.715  C3 1.469, H12 0.924
5 C 0.912 1.129 -0.642  C2 1.535, S6 1.784, H13 1.086, H14 1.068
6 S 1.808 1.116 0.901  C5 1.784, H15 1.384
7 H -1.106 2.305 0.198  N1 1.036
8 H -0.717 1.476 1.478  N1 1.001
9 H -0.282 -0.454 -0.001  C2 1.079
10 H -1.328 1.320 -2.343  C3 1.116
11 H -0.651 -0.394 -2.328  C3 1.096
12 H -2.722 -0.057 -0.825  O4 0.924
13 H 1.305 0.728 -1.571  C5 1.086
14 H 0.608 2.109 -0.938  C5 1.068
15 H 3.117 0.921 0.497  S6 1.384
16 O 1.246 -4.232 2.675  H17 0.924, H18 0.927
17 H 1.139 -3.473 3.191  O16 0.924
18 H 2.063 -4.564 2.960  O16 0.927

Calculated values
* frontier orbital gap: 9.9 eV
* structure (SMILES): N[C@@H](CO)CS.O
* M: 125.19 g/mol
* highest occupied orbital energy: -9.392 eV
* LUMO energy: 0.52 eV

(2)
C3H11NO2S | the ωB97M-V functional and the def2-TZVPD basis

Bonds (Å) are listed after each position.
Element x y z (Å)
1 N 1.213 0.465 -2.047  C2 1.448, H7 1.013, H8 1.011
2 C 0.348 1.009 -1.021  N1 1.448, C3 1.508, C5 1.540, H9 1.095
3 C 1.176 1.708 0.027  C2 1.508, O4 1.436, H10 1.079, H11 1.096
4 O 1.501 3.032 -0.427  C3 1.436, H12 0.962
5 C -0.367 -0.173 -0.339  C2 1.540, S6 1.827, H13 1.092, H14 1.073
6 S -1.391 -1.135 -1.508  C5 1.827, H15 1.337
7 H 0.638 -0.004 -2.737  N1 1.013
8 H 1.830 1.102 -2.530  N1 1.011
9 H -0.450 1.601 -1.480  C2 1.095
10 H 2.078 1.123 0.125  C3 1.079
11 H 0.679 1.759 1.002  C3 1.096
12 H 1.942 3.452 0.318  O4 0.962
13 H -1.138 0.264 0.298  C5 1.092
14 H 0.313 -0.736 0.271  C5 1.073
15 H -0.909 -2.355 -1.248  S6 1.337
16 O -2.832 -3.843 3.636  H17 0.965, H18 0.960
17 H -1.948 -4.046 3.305  O16 0.965
18 H -2.682 -3.224 4.355  O16 0.960

Calculated values
* frontier orbital gap: 9.7 eV
* structure (SMILES): N[C@H](CO)CS.O
* M: 125.19 g/mol
* highest occupied orbital energy: -9.069 eV
* LUMO energy: 0.62 eV

Energetically preferred structure: (2) | next structure: +59.6 kJ/mol

(1)
C5H7NO | the ωB97M-V functional and the def2-TZVPD basis

Bonds (Å) are listed after each position.
Element x y z (Å)
1 O 0.567 1.082 0.195  C2 1.362, C5 1.433
2 C 0.459 0.164 1.195  O1 1.362, N3 1.323, H8 1.080
3 N -0.738 -0.160 1.655  C2 1.323, C4 1.337, H9 1.015
4 C -1.964 0.299 1.381  N3 1.337, H10 1.079, H11 1.079
5 C 0.178 0.609 -1.101  O1 1.433, C6 1.466, H12 1.096, H13 1.092
6 C 0.733 -0.707 -1.432  C5 1.466, C7 1.204
7 C 1.171 -1.804 -1.663  C6 1.204, H14 1.067
8 H 1.313 -0.441 1.461  C2 1.080
9 H -0.703 -0.906 2.342  N3 1.015
10 H -2.064 1.170 0.753  C4 1.079
11 H -2.780 -0.082 1.975  C4 1.079
12 H -0.914 0.566 -1.181  C5 1.096
13 H 0.535 1.365 -1.804  C5 1.092
14 H 1.554 -2.779 -1.871  C7 1.067

Calculated values
* frontier orbital gap: 7.6 eV
* M: 97.12 g/mol
* highest occupied orbital energy: -6.680 eV
* LUMO energy: 0.91 eV

(2)
C5H7NO | the ωB97M-V functional and the def2-TZVPD basis

Bonds (Å) are listed after each position.
Element x y z (Å)
1 C -0.555 -0.811 -1.490  C2 1.552, H10 1.091, H11 1.089, H12 1.090
2 C 0.480 0.173 -0.881  C1 1.552, C3 1.616, O7 1.259, H9 1.216
3 C -0.270 0.980 0.301  C2 1.616, C4 1.383, N6 1.264
4 C 0.212 0.151 1.297  C3 1.383, C5 1.298
5 C 0.562 -0.553 2.330  C4 1.298, H13 1.091, H14 1.085
6 N -0.864 2.095 0.274  C3 1.264, H8 1.027
7 O 1.185 0.891 -1.639  C2 1.259
8 H -0.872 2.437 -0.694  N6 1.027
9 H 1.092 -0.580 -0.147  C2 1.216
10 H -1.060 -1.394 -0.718  C1 1.091
11 H -0.027 -1.477 -2.171  C1 1.089
12 H -1.283 -0.225 -2.051  C1 1.090
13 H 0.080 -0.356 3.288  C5 1.091
14 H 1.319 -1.330 2.303  C5 1.085

Calculated values
* frontier orbital gap (spin up / spin down): 7.4 / 7.4 eV
* M: 97.12 g/mol
* highest occupied orbital energy (spin up / spin down): -8.645 / -8.641 eV
* LUMO energy (spin up / spin down): -1.20 / -1.21 eV

Energetically preferred structure: (1) | next structure: +96.3 kJ/mol

(1)
C5H7NO | the ωB97M-V functional and the def2-TZVPD basis

Bonds (Å) are listed after each position.
Element x y z (Å)
1 N 2.234 -1.241 0.826  C2 1.230, H8 1.020
2 C 1.043 -0.963 0.695  N1 1.230, C3 1.313
3 C -0.209 -0.572 0.637  C2 1.313, C4 1.505, H9 1.087
4 C -0.712 0.464 -0.332  C3 1.505, C5 1.539, C7 1.545, H10 1.094
5 C 0.335 1.249 -1.141  C4 1.539, O6 1.434, H11 1.097, H12 1.098
6 O -0.111 0.681 -2.379  C5 1.434, C7 1.433
7 C -1.145 -0.059 -1.719  C4 1.545, O6 1.433, H13 1.097, H14 1.097
8 H 2.568 -1.986 0.214  N1 1.020
9 H -0.924 -1.088 1.272  C3 1.087
10 H -1.460 1.097 0.156  C4 1.094
11 H 0.218 2.340 -1.125  C5 1.097
12 H 1.382 1.002 -0.922  C5 1.098
13 H -2.145 0.238 -2.059  C7 1.097
14 H -1.023 -1.142 -1.844  C7 1.097

Calculated values
* frontier orbital gap: 9.9 eV
* structure (SMILES): N=C=CC1COC1
* M: 97.12 g/mol
* highest occupied orbital energy: -8.960 eV
* LUMO energy: 0.90 eV

(2)
C5H7NO | the ωB97M-V functional and the def2-TZVPD basis

Bonds (Å) are listed after each position.
Element x y z (Å)
1 C 0.915 -1.684 1.175  C2 1.497, H8 1.095, H9 1.090, H10 1.099
2 C 0.537 -0.351 0.609  C1 1.497, C3 1.355, C7 1.427
3 C 1.327 0.639 0.128  C2 1.355, O4 1.405, H11 1.085
4 O 0.594 1.425 -0.778  C3 1.405, C5 1.354
5 C -0.666 0.929 -0.770  O4 1.354, N6 1.390, C7 1.353
6 N -1.684 1.438 -1.567  C5 1.390, H12 1.006, H13 1.013
7 C -0.768 -0.116 0.083  C2 1.427, C5 1.353, H14 1.078
8 H 0.055 -2.172 1.646  C1 1.095
9 H 1.746 -1.648 1.881  C1 1.090
10 H 1.213 -2.317 0.327  C1 1.099
11 H 2.397 0.807 0.189  C3 1.085
12 H -1.513 2.260 -2.120  N6 1.006
13 H -2.573 1.468 -1.081  N6 1.013
14 H -1.657 -0.696 0.269  C7 1.078

Calculated values
* frontier orbital gap: 8.6 eV
* structure (SMILES): Cc1coc(N)c1
* M: 97.12 g/mol
* highest occupied orbital energy: -7.597 eV
* LUMO energy: 1.01 eV

Energetically preferred structure: (2) | next structure: +171.8 kJ/mol